[1]
Computed, not measured: 11 unconnected molecules or ions with the total composition C60H144F12N11O20S4 in a non-equilibrium geometry, with ωB97M-V/def2-TZVPD.

For the largest force on an atom, the calculation gives 7.4 eV/A. The calculation puts the LUMO energy at -9.27 eV. Its highest occupied orbital energy is -15.663 eV. Its charge is +7.

Last column: Löwdin charge in e.
Cartesian coordinates (Å):
C -4.65800 3.74427 7.47851  -0.035
C -4.90981 2.32219 6.98672  -0.276
C -3.67773 1.41897 6.87255  -0.138
O -3.10278 1.08161 8.16112  -0.196
C -2.20382 0.02609 8.22145  -0.113
N -5.93706 1.74357 7.95376  0.243
H -6.73098 2.30879 8.21892  0.176
H -6.32415 0.85701 7.66345  0.171
H -5.47494 1.50650 8.81998  0.163
H -3.79618 4.10205 6.91516  0.098
H -4.45870 3.82172 8.54734  0.094
H -5.45094 4.49027 7.42536  0.097
H -5.29618 2.42543 5.97275  0.158
H -2.92873 1.95885 6.29322  0.142
H -3.93662 0.45086 6.44380  0.133
H -1.60272 -0.14021 9.11539  0.101
H -1.50245 0.05428 7.38756  0.094
H -2.72296 -0.92890 8.14035  0.091
C -1.42338 -6.53421 -11.51550  -0.035
C -1.39428 -5.04597 -11.45825  -0.282
C -0.88820 -4.42143 -10.17437  -0.218
O 0.47312 -4.55898 -10.08641  -0.179
C 1.11349 -3.96128 -8.96427  -0.080
N -0.53865 -4.52228 -12.65768  0.260
H -0.63342 -3.52116 -12.75194  0.175
H 0.43162 -4.79483 -12.59131  0.162
H -0.82509 -5.09520 -13.43859  0.166
H -1.91175 -6.95463 -12.39462  0.104
H -1.91577 -6.93316 -10.62867  0.105
H -0.39505 -6.89540 -11.52913  0.098
H -2.41081 -4.69362 -11.63321  0.161
H -1.41820 -4.81021 -9.30486  0.144
H -0.96673 -3.33592 -10.23430  0.138
H 0.63485 -4.28012 -8.03834  0.090
H 1.38270 -2.92553 -8.75728  0.095
H 2.12242 -4.37059 -9.01550  0.095
C 10.13230 -4.12159 -2.02804  -0.047
C 8.82468 -5.01985 -2.12158  -0.224
C 9.10007 -6.38408 -2.60876  -0.179
N 7.82311 -7.19722 -2.80920  -0.203
C 8.47009 -8.64034 -3.17403  -0.060
C 7.37964 -9.66556 -3.10890  -0.185
C 6.59365 -9.70185 -1.75640  -0.148
C 6.04567 -8.31261 -1.39028  -0.162
C 7.08371 -7.23260 -1.49022  -0.145
C 6.92845 -6.76350 -3.97305  0.035
H 10.62586 -4.28278 -1.06965  0.077
H 9.86173 -3.08618 -1.82114  0.072
H 10.84302 -4.37619 -2.81428  0.083
H 7.99866 -4.60842 -2.70168  0.109
H 8.52172 -5.16969 -1.08531  0.103
H 9.80507 -6.87669 -1.93913  0.147
H 9.52696 -6.43876 -3.61020  0.137
H 9.30280 -8.92711 -2.53180  0.145
H 8.82843 -8.66432 -4.20317  0.140
H 7.87162 -10.62801 -3.24942  0.128
H 6.63912 -9.71842 -3.90699  0.106
H 7.16009 -10.11811 -0.92334  0.123
H 5.80162 -10.43622 -1.90295  0.109
H 5.74116 -8.21734 -0.34802  0.130
H 5.20376 -7.98277 -1.99896  0.116
H 7.82123 -7.26613 -0.68832  0.145
H 6.58186 -6.28117 -1.31406  0.134
H 6.43378 -7.59912 -4.46815  0.096
H 7.59792 -6.41900 -4.76122  0.108
H 6.28953 -5.90552 -3.76381  0.108
C 5.70286 7.05462 14.08660  -0.104
C 4.90466 7.15639 12.81769  -0.218
C 3.48338 6.36569 12.85294  -0.046
N 2.52005 6.59294 11.60669  -0.245
C 1.19800 5.81949 11.93621  -0.086
C 0.28112 5.43088 10.76470  -0.144
C 1.10087 4.81848 9.58940  -0.196
C 2.13213 5.85103 9.15638  -0.162
C 3.16636 6.13251 10.30666  -0.100
C 2.27117 8.12253 11.40683  0.052
H 5.84455 6.01868 14.39458  0.087
H 5.35959 7.77484 14.82927  0.090
H 6.71251 7.44513 13.95927  0.089
H 5.49428 6.75557 11.99319  0.106
H 4.74028 8.23177 12.74960  0.102
H 2.83941 6.83177 13.59872  0.125
H 3.65711 5.29711 12.97963  0.130
H 1.50786 4.92354 12.47413  0.128
H 0.66376 6.40494 12.68450  0.133
H -0.38067 4.59450 10.98965  0.120
H -0.23339 6.33387 10.43606  0.115
H 1.61967 3.92401 9.93418  0.117
H 0.56764 4.49209 8.69653  0.112
H 2.64957 5.37304 8.32458  0.117
H 1.66359 6.77028 8.80489  0.110
H 3.62447 5.18153 10.57847  0.133
H 3.95117 6.85728 10.09009  0.127
H 1.83976 8.46695 12.34671  0.113
H 1.64983 8.27933 10.52510  0.101
H 3.26231 8.53390 11.21575  0.093
C 6.11891 -0.30158 2.56188  -0.049
O 5.80480 0.39720 1.32862  -0.203
C 6.64555 0.17246 0.27794  -0.221
C 6.67312 1.58154 -0.47659  -0.046
N 5.46412 1.57432 -1.38322  0.101
H 5.74902 1.05563 -2.20169  0.168
H 4.60289 1.21399 -0.99780  0.170
C 5.19780 3.05732 -1.75657  -0.084
C 4.26256 3.08577 -2.94030  -0.187
O 5.18196 2.77317 -4.03660  -0.196
C 4.66866 2.97662 -5.35838  -0.089
H 6.13775 -1.39098 2.59276  0.094
H 5.35920 -0.07265 3.30923  0.091
H 7.05935 0.08236 2.95716  0.094
H 6.33430 -0.71809 -0.26809  0.129
H 7.62520 -0.07238 0.68834  0.123
H 7.51779 1.59407 -1.16542  0.137
H 6.71144 2.43812 0.19639  0.141
H 6.04908 3.63321 -2.11959  0.147
H 4.74229 3.61888 -0.94094  0.142
H 3.78523 4.06263 -3.01786  0.132
H 3.38363 2.44132 -2.92438  0.130
H 5.05563 3.89555 -5.79875  0.090
H 3.59294 3.00301 -5.53221  0.092
H 5.10096 2.24965 -6.04593  0.087
C 2.47161 -14.70180 -2.30474  -0.039
O 2.24701 -13.87187 -3.45982  -0.222
C 3.05886 -13.92100 -4.64485  -0.200
C 2.41726 -13.35221 -5.86049  -0.038
N 1.45793 -12.20172 -5.39735  0.070
H 0.61650 -12.45934 -5.89306  0.160
H 1.26725 -12.24995 -4.40669  0.134
C 1.59782 -10.71015 -5.73294  -0.051
C 0.62113 -9.98978 -4.77877  -0.185
O 1.06234 -10.00683 -3.40386  -0.210
C 0.14680 -9.68627 -2.34571  -0.066
H 3.48240 -14.49626 -1.95238  0.091
H 2.46988 -15.73246 -2.65949  0.096
H 1.73758 -14.60488 -1.50480  0.100
H 3.28893 -14.95073 -4.91841  0.141
H 4.02862 -13.47402 -4.42605  0.131
H 1.77449 -14.07527 -6.36260  0.141
H 3.16717 -12.99876 -6.56817  0.142
H 1.21318 -10.75082 -6.75201  0.136
H 2.63959 -10.39770 -5.66104  0.135
H -0.35075 -10.44434 -4.97094  0.128
H 0.51187 -8.91512 -4.92456  0.131
H 0.57006 -9.95946 -1.37912  0.099
H -0.80886 -10.20659 -2.40952  0.090
H -0.06916 -8.62345 -2.45474  0.088
C -4.82855 -5.87137 1.67434  -0.026
O -5.99352 -5.34470 0.96113  -0.191
C -5.57996 -4.24637 0.21545  -0.243
C -6.72775 -3.29013 -0.23216  -0.051
N -7.92948 -4.09286 -0.80341  0.083
H -7.82819 -4.21209 -1.80121  0.179
H -7.98046 -4.98414 -0.33104  0.146
C -9.23279 -3.41251 -0.43544  -0.071
C -10.35671 -4.51944 -0.44065  -0.184
O -10.17951 -5.70631 0.30912  -0.172
C -11.30258 -6.06932 1.01001  -0.119
H -4.44939 -5.05539 2.28959  0.094
H -4.20220 -6.16862 0.83326  0.094
H -5.06549 -6.73848 2.29085  0.102
H -5.12096 -4.54278 -0.72771  0.127
H -4.92443 -3.60437 0.80385  0.130
H -6.49483 -2.53057 -0.97843  0.135
H -7.07153 -2.73502 0.64063  0.123
H -9.36416 -2.56933 -1.11359  0.139
H -9.23539 -3.04166 0.58953  0.131
H -10.38722 -4.85306 -1.47789  0.128
H -11.28618 -4.02240 -0.16291  0.135
H -11.45452 -5.37216 1.83401  0.099
H -11.00258 -7.01353 1.46451  0.105
H -12.26250 -6.27312 0.53554  0.108
C 2.46804 9.16130 3.01364  -0.079
O 2.37334 9.89648 1.78694  -0.196
C 1.09248 10.02852 1.21538  -0.206
C 1.11820 10.06289 -0.31616  -0.049
N 2.05471 11.14936 -0.83299  0.049
H 2.97525 10.76345 -0.67877  0.157
H 2.06057 11.09488 -1.84151  0.170
C 2.00108 12.59219 -0.27525  -0.005
C 0.54727 13.24052 -0.45289  -0.234
O -0.37069 12.72437 0.41429  -0.223
C -1.65938 13.48062 0.45116  0.002
H 2.19282 8.10951 2.93552  0.089
H 1.98574 9.73320 3.80637  0.094
H 3.49932 9.14470 3.36618  0.088
H 0.63115 10.89525 1.68874  0.123
H 0.41939 9.23832 1.54798  0.134
H 0.18964 10.37427 -0.79462  0.140
H 1.50239 9.15992 -0.79065  0.137
H 2.74166 13.14622 -0.85205  0.133
H 2.37615 12.50336 0.74432  0.130
H 0.21119 13.21829 -1.48954  0.129
H 0.57463 14.30940 -0.24107  0.129
H -2.08052 13.38462 -0.54960  0.091
H -1.55467 14.55760 0.58246  0.095
H -2.28605 12.93880 1.15956  0.099
C -3.72907 1.38237 -3.53127  -0.056
O -5.07768 1.73751 -3.98737  -0.192
C -5.13002 2.88009 -4.80146  -0.216
C -6.57711 3.21913 -4.96277  -0.095
N -7.38744 3.46442 -3.70746  0.096
H -7.10421 2.66683 -3.15634  0.144
H -7.13314 4.35205 -3.29814  0.175
C -8.94203 3.30929 -3.83771  -0.027
C -9.48680 3.44036 -2.41085  -0.216
O -9.02246 2.41574 -1.56939  -0.202
C -9.46648 2.42653 -0.19396  -0.070
H -3.28721 2.03034 -2.77430  0.090
H -2.99194 1.42075 -4.33331  0.084
H -3.64794 0.38188 -3.10638  0.083
H -4.68874 2.50814 -5.72614  0.138
H -4.53318 3.75580 -4.54649  0.143
H -7.17544 2.48970 -5.50869  0.136
H -6.66045 4.10990 -5.58542  0.146
H -9.31759 2.36623 -4.23481  0.142
H -9.19085 4.17902 -4.44579  0.145
H -10.55788 3.30323 -2.55946  0.138
H -9.26675 4.38515 -1.91381  0.139
H -9.02565 1.69401 0.48219  0.083
H -10.53263 2.55945 -0.01022  0.099
H -9.00660 3.29133 0.28429  0.083
C 1.43854 1.87223 2.00423  -0.756
F 0.88230 2.21610 3.10817  0.203
F 1.06386 2.68967 0.99019  0.098
F 2.70700 1.85359 2.06433  0.193
S 0.72502 0.18413 1.44010  0.697
O 1.01821 -0.79417 2.51542  -0.341
O -0.67599 0.49556 1.32197  -0.310
N 1.60839 -0.24088 -0.03201  -0.313
S 1.35359 -1.76605 -0.07677  0.494
O 2.38292 -2.56274 0.53974  -0.309
O -0.00590 -2.14420 0.20885  -0.330
C 1.53763 -2.08336 -1.99902  -0.646
F 1.43967 -0.95512 -2.67407  0.120
F 2.80163 -2.49498 -2.17544  0.088
F 0.66645 -3.02798 -2.39115  0.118
C -4.81718 5.28067 0.29409  -0.663
F -4.04457 5.29306 1.40858  0.106
F -4.89380 4.08012 -0.20901  0.146
F -6.03768 5.69667 0.63808  0.115
S -4.10675 6.60098 -0.95542  0.705
O -3.55339 7.68113 -0.12936  -0.317
O -3.16479 5.91180 -1.85114  -0.350
N -5.62565 6.93735 -1.80652  -0.329
S -5.55929 8.45013 -2.03769  0.535
O -5.77394 9.33011 -0.82584  -0.360
O -4.46475 8.89719 -2.85481  -0.321
C -7.16360 8.77548 -3.13315  -0.707
F -6.78451 8.27829 -4.32249  0.093
F -8.18318 8.10705 -2.81209  0.190
F -7.43003 10.07702 -3.14270  0.165

[2]
Computed, not measured: 5 unconnected molecules or ions with the total composition C19H45ClNO8S4 in a non-equilibrium geometry, with ωB97M-V/def2-TZVPD.

For the largest force on an atom, the calculation gives 6.6 eV/A. The calculation puts the LUMO energy at 1.64 eV. Its highest occupied orbital energy is -3.612 eV. Its charge is -1.

Last column: Löwdin charge in e.
Cartesian coordinates (Å):
C 0.30789 -7.07622 -1.28090  -0.119
O -0.22505 -6.01506 -2.10183  -0.232
C -1.66242 -5.92226 -2.02972  -0.248
C -2.19492 -4.38374 -2.10808  -0.168
C -1.23688 -3.51767 -1.15685  -0.214
C -1.82211 -2.04393 -0.80490  -0.201
C -0.83182 -1.41314 0.29319  -0.200
C 0.17912 -0.30111 -0.26421  -0.213
C 0.92165 -0.67650 -1.63871  -0.195
C 2.49234 -0.84071 -1.32499  -0.243
N 3.16615 -1.96908 -2.03102  -0.499
Cl 2.78721 -2.02621 -3.71527  0.626
C 2.96596 -3.28235 -1.33413  -0.320
O 3.11641 -4.33585 -2.33035  -0.145
C 4.17093 -3.48869 -0.26610  -0.501
O 4.97574 -4.49306 -0.31877  -0.106
O 4.42831 -2.55884 0.74912  -0.233
H 1.31739 -6.74924 -0.82134  0.106
H 0.52911 -7.99366 -1.95136  0.094
H -0.35655 -7.37512 -0.40307  0.083
H -2.13737 -6.42417 -1.12145  0.112
H -2.08000 -6.45528 -2.97135  0.117
H -3.27492 -4.35126 -1.74117  0.107
H -2.08558 -4.04008 -3.18954  0.110
H -1.10682 -4.09565 -0.16385  0.124
H -0.20620 -3.48819 -1.64163  0.093
H -2.89787 -2.16280 -0.44794  0.077
H -1.86788 -1.41610 -1.77111  0.113
H -0.34076 -2.28156 0.84566  0.109
H -1.50416 -0.87682 1.06824  0.081
H -0.40641 0.68826 -0.36651  0.091
H 0.93796 -0.10036 0.58273  0.098
H 0.81988 0.25168 -2.32277  0.096
H 0.46288 -1.54382 -2.21666  0.072
H 2.75604 -0.93253 -0.21926  0.113
H 3.01332 0.12326 -1.69637  0.108
H 1.92579 -3.40082 -0.85814  0.150
H 4.04874 -4.33212 -2.65912  0.090
C 2.62488 3.99628 -4.54286  -0.276
S 2.56676 4.15226 -2.74462  0.794
O 2.84160 2.80420 -2.17067  -0.539
C 0.78565 4.43220 -2.63920  -0.273
H 3.65196 3.77766 -4.83767  0.049
H 1.97378 3.18265 -4.86783  0.059
H 2.30988 4.93588 -5.00126  0.046
H 0.24962 3.59117 -3.08282  0.058
H 0.53040 5.35749 -3.15961  0.046
H 0.51210 4.52174 -1.58728  0.046
C -1.09944 2.98476 3.91092  -0.287
S 0.14728 1.94153 3.12714  0.816
O -0.38455 1.53812 1.79047  -0.552
C -0.07427 0.54160 4.24563  -0.258
H -1.17053 3.91486 3.35446  0.015
H -2.06797 2.47855 3.89851  0.053
H -0.80146 3.20124 4.93817  0.055
H -1.11046 0.19971 4.21348  0.056
H 0.19157 0.84109 5.26112  0.049
H 0.58405 -0.26600 3.92286  0.057
C 1.82570 7.09712 2.30459  -0.269
S 1.60311 5.38343 2.82856  0.825
O 0.26899 5.29329 3.48928  -0.572
C 2.85006 5.42334 4.13269  -0.258
H 1.11093 7.31086 1.50885  0.048
H 1.64512 7.77078 3.14444  0.055
H 2.83990 7.23353 1.92485  0.053
H 2.60563 6.20160 4.85816  0.056
H 3.83067 5.61366 3.69325  0.056
H 2.85945 4.45331 4.63073  0.052
C -4.31531 1.07160 0.69942  -0.260
S -4.89578 -0.20964 1.83130  0.801
O -4.06934 -1.42739 1.58607  -0.549
C -6.49122 -0.46570 1.02428  -0.279
H -3.30465 1.36126 0.99397  0.041
H -4.29861 0.68707 -0.32214  0.060
H -4.97341 1.94055 0.76354  0.049
H -6.33947 -0.75424 -0.01748  0.056
H -7.07867 0.45279 1.07818  0.047
H -7.01903 -1.26341 1.54803  0.046